[1]
{"formula": "C19H23ClN2O5S", "method": "ωB97M-V with the def2-TZVPD basis set", "de_lowest_ev": 19.1610, "molar_mass_g_mol": 426.92, "spin_multiplicity": 1, "symbols": ["C", "H", "H", "O", "C", "C", "C", "C", "C", "C", "O", "C", "H", "H", "H", "H", "C", "H", "H", "C", "N", "C", "O", "C", "H", "H", "C", "N", "S", "O", "O", "C", "C", "C", "C", "C", "C", "H", "H", "H", "Cl", "H", "H", "H", "H", "H", "H", "H", "H", "H", "H"], "positions_angstrom": [[-2.2608, -2.7550, -2.1986], [-2.5104, -3.7936, -2.2430], [-1.1001, -2.6285, -2.0143], [-3.0738, -2.0760, -1.4049], [-2.8662, -0.9036, -1.3435], [-2.0385, -0.0465, -1.8530], [-1.9144, 1.2661, -1.4652], [-2.5820, 2.0251, -0.7564], [-3.5288, 1.2650, -0.0069], [-3.6216, -0.1501, -0.1897], [-4.5979, -0.7188, 0.4896], [-5.4738, -0.2633, 1.3525], [-4.7709, -0.1511, 2.1888], [-5.9792, 0.5265, 1.0851], [-6.0126, -1.1907, 1.6738], [-4.1243, 1.6877, 0.9899], [-2.3213, 3.2947, -0.2407], [-2.5242, 4.0235, -1.1009], [-2.9941, 3.8748, 0.3825], [-0.9765, 3.7528, 0.3802], [-0.6681, 2.7713, 1.2308], [0.1501, 1.8754, 1.2975], [0.9543, 1.7983, 0.2011], [0.2666, 0.8015, 2.4294], [1.3614, 0.5901, 2.1152], [0.0707, 1.1852, 3.1951], [-0.5482, -0.6319, 1.8581], [-0.2634, -0.7987, 0.5127], [0.8176, -2.1164, 0.4328], [0.8756, -3.0338, 1.4938], [0.7372, -2.4651, -1.0634], [2.4193, -1.2105, 0.2629], [2.8262, -0.3480, -0.6610], [3.9486, 0.2156, -0.6281], [4.7491, 0.2036, 0.5222], [4.4603, -0.3453, 1.6127], [3.2705, -1.2741, 1.3437], [2.9296, -1.9112, 2.5835], [5.0354, -0.5661, 2.4626], [5.5764, 0.9763, 0.6547], [4.5083, 1.2770, -1.7569], [2.0180, -0.2738, -1.3090], [-0.4118, -0.3152, -0.1652], [-0.4428, -1.4242, 2.5694], [-1.7181, -0.0924, 1.8305], [-1.0777, 2.6917, 2.1091], [-0.7821, 4.6212, 0.6813], [-0.0654, 3.4028, -0.4765], [-1.0855, 2.0585, -2.3093], [-1.5172, -0.3469, -2.6288], [-2.4020, -2.3303, -3.3533]], "forces_ev_per_a": [[4.128, -0.752, -5.966], [-0.243, -0.520, 0.258], [-2.430, -0.140, 0.163], [-2.871, -7.339, 1.029], [-3.582, 9.594, 7.706], [0.473, 1.510, -0.188], [7.878, 0.992, -9.465], [-5.290, 0.062, 7.423], [-1.500, -2.033, 2.555], [-0.615, 3.338, -1.244], [2.277, -5.016, -4.853], [2.404, -4.533, 5.166], [-1.027, 1.344, 1.236], [-3.028, 4.263, -1.301], [-0.523, 1.194, -0.436], [1.638, -0.861, -3.023], [0.357, 8.612, -1.622], [0.802, -0.566, 0.352], [-1.308, -1.465, 0.758], [1.342, -8.319, -9.509], [-3.902, 1.766, 6.209], [8.922, -6.317, -6.553], [-1.948, -0.865, 4.235], [4.477, -6.316, -15.658], [-1.361, 0.090, 1.821], [-2.854, 4.934, 12.226], [-4.418, 8.291, 1.498], [4.290, -12.532, 11.845], [2.473, 3.629, -9.782], [-1.010, -0.476, 1.122], [-0.621, -0.244, 4.218], [0.791, -3.077, 7.138], [-5.890, -2.006, -2.837], [5.101, 2.697, 1.441], [4.222, 5.697, -3.312], [-5.653, -7.408, 2.133], [-0.070, -0.778, 6.798], [0.828, 1.655, -4.391], [0.560, 0.537, 1.068], [-0.685, -1.089, -1.198], [0.549, 1.757, -2.565], [-0.534, 1.106, -2.454], [-2.160, 7.409, -10.094], [0.039, -0.527, -0.235], [2.773, -2.209, 0.642], [-2.423, 1.140, 1.827], [0.690, 7.332, 2.395], [-2.357, 1.626, 1.952], [-2.012, -2.812, 2.580], [2.983, -1.240, -3.640], [0.316, -1.136, 2.534]]}

[2]
{"formula": "C19H23ClN3O4S", "method": "ωB97M-V with the def2-TZVPD basis set", "total_charge": 1, "molar_mass_g_mol": 424.93, "spin_multiplicity": 1, "smiles": "Cc1ccc(S(=O)(=O)[NH2+]c2cc(NC(=O)CN3CCOCC3)ccc2Cl)cc1", "total_energy_ev": -56087.506, "symbols": ["C", "C", "C", "C", "C", "C", "C", "H", "H", "S", "O", "O", "N", "C", "C", "C", "C", "C", "C", "Cl", "H", "H", "N", "C", "O", "C", "N", "C", "C", "O", "C", "H", "C", "H", "H", "H", "H", "H", "H", "H", "H", "H", "H", "H", "H", "H", "H", "H", "H", "H", "H"], "positions_angstrom": [[-0.8175, 2.4833, -1.5356], [-1.3759, 1.8933, -0.2924], [-1.8323, 0.5717, -0.2911], [-2.3242, -0.0098, 0.8591], [-2.3680, 0.7554, 2.0122], [-1.9414, 2.0709, 2.0495], [-1.4452, 2.6326, 0.8892], [-1.1010, 3.6544, 0.8978], [-2.0159, 2.6334, 2.9663], [-2.9967, 0.0248, 3.4813], [-3.6382, -1.2205, 3.2829], [-3.4211, 0.9465, 4.4698], [-1.3090, -0.5921, 4.3356], [-0.5694, -1.4294, 3.4417], [0.2385, -0.8610, 2.4730], [0.8838, -1.6727, 1.5412], [0.7268, -3.0586, 1.6301], [-0.0647, -3.6217, 2.6110], [-0.7323, -2.8110, 3.5194], [-1.7470, -3.4730, 4.7528], [-0.1711, -4.6926, 2.6711], [1.2316, -3.7025, 0.9263], [1.6639, -1.1420, 0.5222], [1.7506, 0.1730, 0.1376], [1.1750, 1.0714, 0.7063], [2.6130, 0.3995, -1.0928], [1.7700, 0.5316, -2.2751], [2.5223, 1.0861, -3.3975], [1.5968, 1.2474, -4.6035], [1.0209, 0.0176, -4.9712], [0.2883, -0.5218, -3.9054], [-0.1112, -1.4751, -4.2549], [1.1705, -0.7360, -2.6713], [0.5530, -1.1136, -1.8521], [1.9455, -1.4833, -2.9157], [-0.5439, 0.1496, -3.6432], [2.1609, 1.5943, -5.4696], [0.8078, 1.9759, -4.3650], [2.9169, 2.0615, -3.1089], [3.3613, 0.4278, -3.6740], [3.3647, -0.4011, -1.2036], [3.1317, 1.3506, -0.9509], [2.1665, -1.8219, -0.0330], [0.3764, 0.2062, 2.4279], [-0.7885, 0.2208, 4.6693], [-1.6408, -1.1693, 5.1242], [-2.6823, -1.0262, 0.8813], [-1.7951, -0.0013, -1.2051], [0.1172, 1.9722, -1.7835], [-1.5047, 2.3420, -2.3678], [-0.6164, 3.5430, -1.4157]], "forces_ev_per_a": [[0.081, 0.079, -0.056], [-0.200, -0.061, 0.178], [-0.062, 0.010, 0.178], [-0.022, -0.179, -0.305], [-0.512, -0.462, 0.899], [0.111, 0.323, 0.010], [-0.089, -0.124, 0.130], [0.025, 0.112, 0.003], [0.011, 0.168, 0.084], [0.394, 0.239, -0.011], [0.124, -0.133, -0.375], [0.137, 0.350, -0.075], [-0.544, 0.051, -0.177], [0.449, -0.724, -0.319], [0.121, 0.046, 0.114], [-0.396, -0.070, 0.470], [-0.015, 0.243, 0.038], [-0.107, 0.121, 0.154], [0.014, 0.212, -0.056], [0.065, -0.181, -0.009], [-0.040, -0.099, 0.035], [0.057, -0.091, -0.098], [0.278, -0.290, -0.156], [0.306, -0.195, -0.229], [0.019, 0.235, 0.105], [-0.065, 0.198, -0.228], [0.186, -0.145, 0.119], [-0.188, 0.060, -0.272], [0.315, 0.202, 0.156], [0.058, -0.105, -0.122], [-0.015, -0.257, 0.325], [-0.039, 0.067, 0.089], [-0.257, 0.086, -0.312], [-0.007, -0.066, -0.061], [-0.010, -0.025, 0.059], [0.014, -0.066, -0.014], [-0.041, 0.065, 0.087], [0.060, -0.019, -0.039], [0.048, 0.000, -0.018], [0.021, 0.041, 0.011], [-0.003, 0.040, -0.008], [0.013, -0.142, 0.084], [-0.030, 0.211, 0.030], [-0.045, 0.072, -0.011], [-0.080, -0.061, -0.029], [0.019, 0.333, -0.039], [-0.032, -0.160, -0.091], [-0.020, -0.081, -0.114], [-0.041, 0.039, -0.014], [-0.059, 0.020, -0.090], [-0.005, 0.110, -0.029]]}

[3]
{"formula": "C19H23F5NOPPt", "method": "ωB97M-V with the def2-TZVPD basis set", "total_charge": 2, "s_squared": 6.07, "molar_mass_g_mol": 602.44, "spin_multiplicity": 5, "total_energy_ev": -49713.338, "symbols": ["C", "C", "C", "C", "C", "C", "C", "C", "N", "Pt", "C", "P", "H", "H", "H", "H", "H", "H", "H", "H", "C", "C", "H", "C", "C", "H", "H", "H", "H", "H", "H", "H", "H", "H", "H", "H", "H", "H", "H", "F", "C", "C", "F", "C", "F", "C", "O", "C", "F", "C", "F"], "positions_angstrom": [[-2.7600, 0.5939, -3.5255], [-2.4726, -0.6151, -2.8948], [-1.6209, -0.6665, -1.7658], [-1.0980, 0.5371, -1.2430], [-1.3860, 1.7342, -1.9091], [-2.2359, 1.7826, -3.0149], [-1.4310, -2.0131, -1.1207], [-0.0166, -2.5736, -0.8856], [1.0869, -1.6390, -0.8921], [0.0663, 0.8442, 0.5389], [-0.7384, 3.0027, -1.4057], [0.8668, 2.4879, -0.6311], [-2.9112, -1.5411, -3.2840], [-2.4366, 2.7501, -3.4855], [-3.3774, 0.6264, -4.4218], [-1.3411, 3.4958, -0.6254], [-0.5147, 3.7179, -2.2092], [-1.9517, -2.0173, -0.1532], [-1.9336, -2.7639, -1.7452], [-0.0266, -3.0331, 0.1115], [1.5016, 3.8324, 0.3650], [1.9968, 2.3547, -2.0670], [0.2126, -3.3379, -1.6503], [1.5382, -1.2244, -2.2017], [2.1765, -2.0205, -0.0058], [1.1826, 1.4439, 1.7537], [1.9116, -2.0912, -2.7662], [0.7036, -0.7559, -2.7478], [2.3315, -0.4732, -2.0959], [2.7095, -2.8963, -0.3894], [2.8756, -1.1780, 0.1152], [1.7558, -2.2536, 0.9838], [2.1641, 3.3564, -2.4927], [2.9706, 1.9383, -1.7726], [1.5567, 1.7071, -2.8364], [1.6019, 4.7229, -0.2647], [0.7944, 4.0231, 1.1797], [2.4849, 3.5750, 0.7797], [1.4624, 0.6944, 1.5833], [-0.4545, -1.7277, 6.7862], [-0.5465, -1.5413, 5.4565], [-0.8750, -0.2816, 4.9505], [-1.0990, 0.7433, 5.8000], [-0.9748, -0.0883, 3.5912], [-1.3110, 1.1506, 3.1295], [-0.6949, -1.1219, 2.6763], [-0.5890, -0.8847, 1.3866], [-0.4464, -2.4211, 3.2246], [-0.2571, -3.4913, 2.4105], [-0.3555, -2.6184, 4.5872], [-0.0949, -3.8446, 5.0929]], "forces_ev_per_a": [[-0.115, 0.677, -0.151], [0.767, -1.050, 1.348], [-1.363, -0.824, -1.839], [0.134, -1.110, 0.787], [-0.584, 1.797, -1.464], [0.502, 0.516, 0.608], [-0.390, -0.385, -0.273], [-0.470, -0.140, 0.757], [0.832, -0.737, -0.333], [-1.160, -0.480, -2.030], [0.912, 0.300, -0.107], [0.471, 2.056, -1.438], [0.171, 0.382, 0.170], [-0.049, -0.441, 0.112], [0.140, -0.115, 0.159], [0.079, -0.148, -0.279], [-0.433, -0.083, 0.130], [0.142, 0.138, -0.283], [-0.022, 0.258, 0.235], [0.104, -0.088, -0.560], [0.036, 0.651, -0.272], [0.024, 0.004, 0.047], [0.020, 0.243, 0.213], [-0.202, 1.212, -0.436], [-0.015, 0.851, 1.175], [0.468, -0.048, 0.673], [-0.072, 0.094, 0.175], [0.314, -0.368, 0.086], [-0.143, -0.367, -0.034], [-0.107, 0.024, -0.147], [-0.173, -0.381, -0.241], [0.207, -0.040, -0.397], [-0.064, -0.309, 0.082], [-0.266, 0.141, -0.017], [0.073, 0.194, 0.153], [0.091, 0.078, 0.325], [0.199, 0.081, -0.103], [-0.232, 0.020, -0.072], [1.173, -0.385, 1.088], [-0.137, 0.314, -2.138], [0.037, -0.379, 2.100], [-0.473, 1.743, 0.462], [0.279, -1.284, -0.975], [-0.343, 1.866, 0.907], [0.488, -1.571, 0.396], [0.243, -0.084, -2.774], [-1.146, -2.708, 4.125], [0.259, -1.478, 0.174], [-0.186, 1.452, 0.656], [0.279, -1.660, -0.141], [-0.298, 1.570, -0.640]]}

[4]
{"formula": "C19H23IN5O3S2Y", "method": "ωB97M-V with the def2-TZVPD basis set", "total_charge": -2, "molar_mass_g_mol": 649.37, "spin_multiplicity": 1, "total_energy_ev": -64478.920, "symbols": ["C", "I", "H", "H", "H", "C", "C", "N", "C", "N", "H", "H", "C", "C", "N", "H", "N", "H", "Y", "C", "O", "C", "C", "H", "H", "H", "C", "H", "H", "H", "C", "H", "H", "H", "C", "H", "H", "H", "O", "S", "O", "N", "C", "S", "C", "C", "C", "C", "C", "C", "H", "H", "H", "H"], "positions_angstrom": [[0.4527, 0.3043, -5.7821], [-0.1539, 0.7847, -3.6313], [-0.3622, -0.3021, -6.2154], [1.4167, -0.2058, -5.8076], [0.5012, 1.2994, -6.2461], [-1.4919, 4.2302, -0.2871], [-2.5641, 3.7376, -0.9356], [-2.2032, 2.5022, -1.4397], [-0.9234, 2.1822, -1.0805], [-0.4741, 3.2957, -0.4167], [-1.3510, 5.1570, 0.2412], [-3.5452, 4.1577, -1.0971], [2.1810, -3.9626, -0.8774], [1.2344, -1.9396, -1.3265], [2.1310, -2.6228, -0.5522], [0.9717, -5.0691, -2.3525], [0.6769, -2.9373, -2.1036], [2.8620, -4.6427, -0.4148], [0.1627, 0.1247, -0.6634], [2.1854, 0.4732, -2.0622], [3.2136, 0.7107, -2.5518], [1.2560, -4.1627, -1.8497], [-0.4398, -2.8234, -3.0263], [-1.3933, -3.0806, -2.5233], [-0.2700, -3.4983, -3.8881], [-0.5270, -1.7848, -3.4011], [2.9896, -2.0539, 0.4737], [3.7445, -2.8112, 0.7329], [2.4286, -1.7799, 1.3755], [3.4786, -1.1432, 0.1038], [0.8501, 3.4838, 0.1380], [1.1496, 4.5411, 0.0259], [1.5868, 2.8503, -0.3832], [0.8695, 3.2164, 1.2089], [-3.1135, 1.6530, -2.1614], [-2.5581, 1.0479, -2.8993], [-3.8422, 2.2830, -2.6958], [-3.6402, 0.9688, -1.4766], [1.3443, 2.1533, 3.0302], [1.2924, 0.7153, 2.9406], [2.5230, -0.0409, 2.9001], [0.3332, 0.2550, 1.6436], [-0.8405, -0.3391, 2.0251], [-1.8799, -0.8726, 0.7872], [-0.9775, -0.4634, 3.4663], [-2.0003, -1.0443, 4.2501], [-1.8892, -1.0614, 5.6382], [-0.7571, -0.5254, 6.2631], [0.2740, 0.0397, 5.5006], [0.1411, 0.0534, 4.1120], [-2.8530, -1.4673, 3.7285], [-2.6827, -1.4962, 6.2484], [-0.6800, -0.5463, 7.3508], [1.1627, 0.4561, 5.9634]], "forces_ev_per_a": [[0.130, -0.327, -2.197], [-0.611, 0.535, -0.090], [0.359, 0.209, 0.181], [-0.034, -0.006, 0.100], [0.014, -0.289, 0.080], [0.434, -0.020, -0.135], [-0.120, -0.046, -0.167], [0.547, 0.579, 0.514], [-0.847, 1.512, 0.650], [-1.098, -0.097, -0.488], [-0.005, 0.015, -0.039], [0.115, -0.046, 0.043], [-0.612, 0.142, -0.561], [-1.177, -1.706, 0.443], [0.301, -0.212, -0.593], [-0.038, 0.014, -0.107], [0.531, -0.153, -0.077], [0.169, -0.177, 0.168], [1.107, -0.532, 0.610], [0.079, 0.461, 1.543], [0.838, 0.024, -0.674], [0.484, 0.103, 0.510], [-0.362, 0.361, -0.193], [0.461, 0.026, -0.169], [-0.105, 0.332, 0.451], [0.170, -0.730, 0.236], [0.039, 0.285, 0.271], [-0.167, 0.352, -0.088], [0.045, -0.051, -0.233], [-0.076, -0.295, 0.045], [0.538, 0.078, 0.664], [-0.164, -0.391, -0.071], [-0.399, 0.159, 0.022], [-0.006, 0.048, -0.418], [-0.520, -0.639, -0.232], [-0.391, 0.421, 0.451], [0.231, -0.189, 0.196], [0.163, 0.231, -0.098], [1.106, 1.013, 0.131], [-4.001, -2.375, -0.827], [1.299, 0.501, 0.165], [3.108, 1.556, -0.532], [-1.419, -0.717, 4.915], [-1.141, -0.517, -1.192], [-0.561, -0.206, -4.939], [-0.719, -0.410, 1.404], [-0.611, -0.238, -1.722], [1.015, 0.498, 1.083], [-0.457, -0.197, -0.835], [2.309, 1.078, 1.899], [-0.059, -0.010, 0.165], [0.099, 0.032, -0.165], [0.033, 0.026, -0.174], [-0.025, -0.015, 0.077]]}